This record from OMol25 describes a molecular structure, C33H72N2O5OsSSi5Te in a non-equilibrium geometry. The level of theory is the ωB97M-V functional and the def2-TZVPD basis.

**Spin multiplicity**: 5
**Max |F|**: 2.17 eV/Å
**ΔE to the lowest compared entry with this formula, charge and spin**: 142.9 kJ/mol
**HOMO energy (spin up / spin down)**: -6.10 / -7.65 eV
**Energy**: -108596.17243 eV
**Lowest unoccupied orbital energy (spin up / spin down)**: 0.0 / -1.0 eV

```
120
Properties=species:S:1:pos:R:3:mulliken_spin:R:1
Os 0.586 0.289 0.158 2.58
C 2.304 -2.488 -1.188 0.08
C 1.299 -3.307 -0.376 -0.06
C 2.002 -3.968 0.805 0.01
C 0.653 -4.375 -1.258 0.01
O 0.323 -2.371 0.071 0.09
Si -0.926 -2.588 1.153 0.05
S -1.713 -0.655 1.173 0.07
O -1.906 -3.807 0.690 0.02
C -3.052 -3.918 -0.124 0.00
C -2.974 -2.975 -1.326 0.00
C -4.294 -3.602 0.716 0.00
C -3.109 -5.375 -0.601 0.00
O -0.231 -3.104 2.524 0.02
C -0.723 -3.207 3.847 0.00
C 0.192 -4.206 4.563 0.00
C -2.162 -3.716 3.841 0.00
C -0.649 -1.835 4.520 0.00
H 3.090 -3.121 -1.588 0.00
H 2.744 -1.727 -0.540 0.04
H 1.798 -1.987 -2.012 -0.02
H 2.828 -4.579 0.447 0.00
H 1.303 -4.591 1.350 0.00
H 2.378 -3.201 1.475 0.01
H 1.404 -5.091 -1.582 0.00
H 0.202 -3.919 -2.137 0.00
H -0.111 -4.897 -0.693 0.00
H -3.108 -1.948 -0.993 0.00
H -3.751 -3.223 -2.045 0.00
H -1.999 -3.069 -1.798 0.00
H -4.212 -2.603 1.136 0.00
H -4.377 -4.318 1.530 0.00
H -5.191 -3.656 0.105 0.00
H -2.287 -5.585 -1.280 0.00
H -4.049 -5.564 -1.112 0.00
H -3.030 -6.039 0.256 0.00
H 0.116 -5.183 4.093 0.00
H -0.088 -4.292 5.610 0.00
H 1.225 -3.871 4.498 0.00
H -2.222 -4.630 3.255 0.00
H -2.809 -2.971 3.386 0.00
H -2.500 -3.912 4.855 0.00
H 0.383 -1.500 4.599 0.00
H -1.086 -1.881 5.514 0.00
H -1.196 -1.107 3.926 0.00
C -1.810 4.996 -0.809 0.00
O -2.061 3.799 -1.541 0.00
C -1.360 2.720 -1.150 -0.01
O -0.565 2.716 -0.237 0.02
N -1.627 1.670 -1.970 0.01
N -1.147 0.392 -1.627 -0.01
H -2.346 5.780 -1.338 0.00
H -0.739 5.210 -0.782 0.00
H -2.183 4.900 0.214 0.00
H -2.468 1.743 -2.533 0.00
H -1.098 -0.184 -2.461 0.00
H -1.735 -0.073 -0.901 0.00
C 5.223 3.922 -0.934 0.00
Si 5.913 2.265 -1.593 0.02
C 7.433 2.666 -2.687 0.01
C 6.544 1.219 -0.116 0.00
Si 4.222 1.115 -2.834 0.04
Te 2.036 1.455 -1.483 0.17
Si 4.998 -1.056 -3.451 0.01
C 6.448 -0.752 -4.663 0.01
C 5.753 -2.062 -2.001 0.00
C 3.786 -2.169 -4.443 0.00
Si 3.531 2.265 -4.816 0.01
C 4.975 2.619 -6.023 0.00
C 2.687 3.943 -4.453 0.01
C 2.237 1.221 -5.777 0.01
H 5.914 4.417 -0.259 0.00
H 4.293 3.764 -0.396 0.00
H 5.013 4.606 -1.750 0.00
H 8.173 3.248 -2.147 0.00
H 7.150 3.233 -3.566 0.00
H 7.922 1.760 -3.027 0.00
H 7.008 1.838 0.647 0.00
H 7.280 0.489 -0.434 0.00
H 5.732 0.678 0.358 0.00
H 7.202 -0.111 -4.220 0.00
H 6.107 -0.270 -5.571 0.00
H 6.936 -1.678 -4.952 0.00
H 6.746 -1.688 -1.770 0.00
H 5.854 -3.115 -2.247 0.00
H 5.163 -1.992 -1.094 0.00
H 3.644 -1.769 -5.442 0.00
H 2.807 -2.242 -3.983 0.00
H 4.173 -3.179 -4.551 0.00
H 5.738 3.228 -5.553 0.00
H 4.638 3.145 -6.911 0.00
H 5.448 1.701 -6.350 0.00
H 3.353 4.616 -3.925 0.00
H 1.816 3.792 -3.823 0.00
H 2.362 4.442 -5.361 0.00
H 2.679 0.327 -6.203 0.00
H 1.789 1.783 -6.591 0.00
H 1.436 0.909 -5.114 0.00
C 3.884 -0.524 2.456 0.12
C 2.830 0.603 2.583 0.03
C 3.387 1.909 2.001 0.05
C 1.586 0.144 1.892 0.47
C 2.497 0.877 4.048 0.02
C 3.493 0.905 5.015 0.00
C 3.190 1.192 6.336 0.00
C 1.884 1.457 6.712 0.00
C 0.888 1.458 5.751 0.01
C 1.193 1.175 4.431 0.12
H 3.934 -0.839 1.413 -0.06
H 3.596 -1.383 3.060 -0.01
H 4.877 -0.202 2.759 0.01
H 3.694 1.759 0.969 0.02
H 4.248 2.252 2.572 0.00
H 2.619 2.680 2.027 -0.03
H 1.232 -0.786 2.361 0.09
H 4.518 0.712 4.735 0.00
H 3.982 1.210 7.074 0.00
H 1.648 1.680 7.743 0.00
H -0.132 1.678 6.029 0.00
H 0.414 1.184 3.679 -0.05
```